1.
Below is a structure of composition C46H102N2O20S8 in a non-equilibrium geometry, with properties calculated with ωB97M-V/def2-TZVPD.

Structure (XYZ):
```
178
Properties=species:S:1:pos:R:3
C 0.4231 -0.5970 0.9898
C 0.6142 0.7711 0.3766
C 0.8476 0.7324 -1.1690
O -0.5451 1.5777 0.5092
H -0.1076 -0.4391 1.9287
H 1.4088 -0.9482 1.2951
H -0.1665 -1.3027 0.4046
H 1.3938 1.2994 0.9255
H 1.3120 1.6955 -1.3809
H -0.0798 0.6728 -1.7388
H 1.6097 0.1009 -1.6256
H -1.2155 1.1954 -0.0618
C 1.7901 -3.0685 -4.6531
C 2.3680 -1.6749 -4.3374
C 1.6091 -1.1177 -3.1197
O 3.7523 -1.7532 -4.1374
H 2.1119 -3.8657 -3.9830
H 2.0722 -3.3660 -5.6631
H 0.7044 -2.9743 -4.6725
H 2.2210 -1.0594 -5.2249
H 1.4044 -1.9057 -2.3949
H 0.6441 -0.7045 -3.4132
H 2.2789 -0.3629 -2.7078
H 3.9784 -2.0776 -3.2627
C 0.7012 3.7636 2.0766
C -0.6586 3.0709 2.5543
C -1.7949 3.4258 1.5883
O -1.9221 4.8698 1.6109
C -3.0229 5.3856 0.9531
N -0.5067 1.6454 2.6811
H 0.6131 4.8468 2.1597
H 0.9727 3.4863 1.0580
H 1.5424 3.5151 2.7236
H -0.8450 3.3896 3.5799
H -2.6686 2.9644 2.0485
H -1.5026 3.1516 0.5747
H -3.1664 5.1722 -0.1061
H -3.0203 6.4742 1.0098
H -3.9480 5.0549 1.4252
H -0.2782 1.3163 1.7540
H 0.3771 1.4565 3.1319
C 2.6759 4.1432 -0.0624
C 3.9779 3.4212 -0.3330
C 3.9488 1.8588 -0.4291
O 3.2242 1.3009 0.7214
C 3.9822 1.1721 1.9126
N 4.5190 4.0829 -1.4775
H 2.8780 4.9201 0.6750
H 2.0264 3.3932 0.3889
H 2.1340 4.5119 -0.9333
H 4.6065 3.5501 0.5481
H 4.9513 1.4359 -0.4938
H 3.5686 1.5705 -1.4091
H 3.7029 0.2252 2.3745
H 3.6800 2.0040 2.5489
H 5.0690 1.2309 1.8543
H 4.6254 5.0712 -1.2981
H 3.8001 3.9502 -2.1744
C -3.9715 -2.7867 2.8495
C -2.7680 -2.3720 1.9118
C -1.7494 -1.5200 2.6917
S -1.8053 -2.0777 4.4436
O -1.7883 -0.8666 5.2920
O -0.7984 -3.0703 4.7054
C -3.4615 -3.0000 4.2723
H -4.4045 -3.7357 2.5332
H -4.7324 -2.0101 2.7717
H -3.1829 -1.8825 1.0308
H -2.3051 -3.3326 1.6858
H -2.1805 -0.5189 2.6973
H -0.7648 -1.4529 2.2289
H -4.1024 -2.7659 5.1224
H -3.1457 -4.0386 4.3704
C -4.2907 1.3110 1.4353
C -3.8796 2.3330 0.4066
C -3.7367 1.6053 -0.9457
S -2.8060 0.0667 -0.4478
O -1.3771 0.2264 -0.6669
O -3.4789 -1.1014 -1.0872
C -3.2412 0.1670 1.3656
H -5.2400 0.8020 1.2688
H -4.2247 1.8425 2.3847
H -2.9725 2.8452 0.7273
H -4.6723 3.0784 0.4720
H -3.0978 2.0475 -1.7102
H -4.6943 1.1704 -1.2319
H -2.3518 0.5472 1.8681
H -3.5937 -0.8182 1.6710
C 0.2477 -5.7106 1.9708
C 1.4977 -5.4920 1.0926
C 1.5240 -4.0183 0.5910
S 1.1187 -3.0622 2.0100
O 0.1705 -2.0410 1.6759
O 2.3407 -2.7424 2.7646
C 0.2910 -4.4852 2.9236
H 0.2451 -6.6362 2.5464
H -0.6327 -5.6455 1.3315
H 1.6371 -6.2688 0.3409
H 2.3208 -5.6421 1.7912
H 0.7774 -3.8974 -0.1939
H 2.4605 -3.5361 0.3105
H -0.6752 -4.1273 3.2793
H 0.8940 -4.6250 3.8208
C -0.2380 4.2407 -1.8498
C -0.3863 5.0776 -3.1217
C -1.8993 5.1669 -3.1804
S -2.6297 3.5261 -2.8156
O -2.8323 2.7787 -4.0454
O -3.7190 3.6553 -1.8540
C -1.0929 2.9249 -1.9140
H -0.4661 4.9133 -1.0230
H 0.8145 3.9620 -1.7981
H -0.0056 4.5310 -3.9845
H 0.1397 6.0310 -3.0722
H -2.3309 5.5925 -4.0863
H -2.2154 5.8098 -2.3589
H -0.4604 2.3013 -2.5457
H -1.4130 2.4695 -0.9769
C -2.3494 -4.6412 -1.1859
C -2.7145 -3.3245 -0.4411
C -1.3767 -2.4976 -0.2954
S -0.4223 -2.8059 -1.9036
O 0.8856 -3.3210 -1.5167
O -0.6056 -1.6525 -2.8111
C -1.5295 -4.2348 -2.4133
H -3.2360 -5.2350 -1.4077
H -1.7859 -5.2712 -0.4977
H -3.0667 -3.4447 0.5834
H -3.4115 -2.6908 -0.9895
H -0.7008 -2.8405 0.4880
H -1.4925 -1.4182 -0.1974
H -0.8748 -4.9773 -2.8695
H -2.2095 -3.8278 -3.1616
C 1.1923 -0.8994 4.9122
C 0.9247 -0.8387 3.4175
C 1.9820 0.0733 2.7917
S 2.3256 1.4575 3.9631
O 1.3777 2.5379 3.7370
O 3.7618 1.7289 4.0699
C 1.7731 0.4604 5.4267
H 1.8962 -1.7124 5.0900
H 0.3537 -1.2795 5.4956
H -0.0535 -0.3849 3.2584
H 0.9223 -1.7871 2.8802
H 1.8133 0.5543 1.8282
H 2.9009 -0.4635 2.5561
H 0.9571 1.0247 5.8781
H 2.6505 0.4694 6.0734
C 4.6390 -0.2524 -0.5476
C 3.4595 -0.6338 0.3713
C 2.6739 -1.7252 -0.4133
S 4.0295 -2.8224 -1.0420
O 3.8351 -3.0045 -2.4684
O 4.1191 -4.0005 -0.1693
C 5.3746 -1.5505 -0.6407
H 5.1987 0.5072 -0.0019
H 4.2972 0.2160 -1.4706
H 2.7731 0.1902 0.5661
H 3.7392 -0.9796 1.3664
H 2.2154 -1.3128 -1.3121
H 1.9578 -2.2560 0.2140
H 6.0913 -1.6058 -1.4601
H 5.7986 -1.7603 0.3413
C -1.6028 0.5726 -3.2273
C -3.1363 0.6960 -3.2930
C -3.4512 0.9447 -4.7064
S -2.4519 -0.2565 -5.7107
O -1.9138 0.5352 -6.8612
O -3.2607 -1.4788 -5.8071
C -1.2154 -0.3919 -4.3114
H -1.2831 0.1956 -2.2558
H -1.1445 1.5361 -3.4500
H -3.5254 1.4217 -2.5788
H -3.5382 -0.2418 -2.9094
H -3.0170 1.9194 -4.9293
H -4.4803 0.9875 -5.0630
H -0.2776 -0.1673 -4.8197
H -1.1290 -1.4424 -4.0340
```

Highest occupied orbital energy   -7.961 eV
Orbital gap   7.9 eV
LUMO level   -0.0035 hartree
Net charge   0
Energy above the lowest of the compared OMol25 structures with the same formula, charge and spin   5990.5 kJ/mol

Atomic partial charges in e from the Löwdin method, atoms 1 to 99:
1 C -0.231
2 C -0.265
3 C 0.027
4 O -0.178
5 H 0.073
6 H 0.086
7 H 0.100
8 H 0.111
9 H 0.097
10 H 0.055
11 H 0.030
12 H -0.133
13 C -0.034
14 C -0.407
15 C -0.111
16 O -0.071
17 H 0.075
18 H 0.080
19 H 0.067
20 H 0.138
21 H 0.022
22 H 0.057
23 H 0.082
24 H -0.122
25 C -0.042
26 C -0.269
27 C -0.187
28 O -0.137
29 C -0.129
30 N 0.043
31 H 0.092
32 H 0.025
33 H 0.029
34 H 0.145
35 H 0.113
36 H 0.104
37 H 0.062
38 H 0.095
39 H 0.089
40 H -0.042
41 H 0.012
42 C -0.062
43 C -0.394
44 C -0.135
45 O -0.272
46 C -0.116
47 N 0.037
48 H 0.106
49 H 0.025
50 H 0.059
51 H 0.139
52 H 0.084
53 H 0.128
54 H 0.041
55 H 0.056
56 H 0.150
57 H 0.080
58 H 0.070
59 C -0.149
60 C -0.279
61 C -0.197
62 S 0.799
63 O -0.317
64 O -0.354
65 C -0.157
66 H 0.121
67 H 0.117
68 H 0.058
69 H 0.104
70 H 0.066
71 H -0.037
72 H 0.103
73 H 0.095
74 C -0.145
75 C -0.228
76 C -0.208
77 S 0.977
78 O -0.403
79 O -0.335
80 C -0.163
81 H 0.126
82 H 0.130
83 H 0.013
84 H 0.132
85 H -0.006
86 H 0.148
87 H 0.084
88 H 0.050
89 C -0.169
90 C -0.156
91 C -0.247
92 S 0.864
93 O -0.601
94 O -0.231
95 C -0.152
96 H 0.119
97 H 0.086
98 H 0.123
99 H 0.116

---

2.
Below is a structure of composition C46H102N4O8V in a non-equilibrium geometry, with properties calculated with ωB97M-V/def2-TZVPD.

Structure (XYZ):
```
161
Properties=species:S:1:pos:R:3
V -0.8455 4.3893 -1.1121
C 2.9416 3.3142 -2.0376
C 1.9384 3.8079 -3.0671
O 0.7805 4.4096 -2.5312
H 2.5070 2.5736 -1.3662
H 3.3285 4.1762 -1.4943
H 3.8063 2.8339 -2.4955
H 1.6579 2.9260 -3.6431
H 2.3871 4.3870 -3.8742
C 0.4294 0.4136 -0.4200
C -0.0995 1.4541 0.6036
O -0.5731 2.5850 -0.0242
H 0.9487 -0.4965 -0.1197
H 1.1463 0.9026 -1.0795
H -0.2617 0.1287 -1.2133
H 0.6945 1.6745 1.3172
H -0.8963 0.8926 1.0914
C -3.5530 1.6543 -3.4762
C -2.2234 1.9867 -2.8041
C -1.0309 1.6094 -3.6966
O -2.0863 3.3940 -2.5811
H -3.7893 2.2907 -4.3290
H -4.2648 1.7890 -2.6618
H -3.7216 0.6064 -3.7242
H -2.1881 1.4376 -1.8632
H -0.9290 2.2389 -4.5806
H -0.9959 0.5584 -3.9832
H -0.0476 1.6459 -3.2277
H -2.3433 3.8365 -3.3934
C -3.7029 4.7193 2.4441
C -3.2295 3.8928 1.2530
C -4.2951 3.3154 0.4039
O -2.5418 4.7521 0.3986
H -2.8217 4.9224 3.0527
H -4.3904 4.2061 3.1165
H -4.1796 5.6298 2.0810
H -2.6125 3.0942 1.6650
H -4.9866 2.7751 1.0504
H -3.8771 2.5520 -0.2522
H -4.9074 4.0027 -0.1799
H -3.0181 5.5705 0.5563
C -4.0721 0.9483 6.1436
C -3.6266 -0.0763 5.0641
C -3.0576 -1.3212 5.8585
C -4.0510 -2.2840 6.4425
C -5.0086 -2.7116 5.3517
C -5.8130 -1.5618 4.6841
N -4.8812 -0.4563 4.2294
O -5.4524 0.5295 3.4607
C -6.3906 -2.1893 3.4082
C -6.9716 -0.9415 5.5472
C -2.4798 0.4075 4.1585
H -3.1650 1.2379 6.6740
H -4.9161 0.5357 6.6964
H -4.4879 1.8796 5.7589
H -2.5144 -1.9346 5.1396
H -2.5773 -1.0537 6.7997
H -4.5620 -1.7107 7.2160
H -3.6621 -3.0931 7.0608
H -5.7023 -3.4402 5.7712
H -4.4236 -3.2622 4.6151
H -6.9832 -3.0839 3.5994
H -7.0569 -1.5350 2.8461
H -5.6427 -2.6216 2.7436
H -6.6077 -0.8023 6.5652
H -7.4240 -0.0155 5.1922
H -7.8306 -1.5871 5.7301
H -2.1522 -0.3769 3.4762
H -1.6671 0.9495 4.6422
H -2.8583 1.0506 3.3641
H -4.9099 0.4582 2.6719
C -4.8407 -3.6276 -1.8442
C -3.5838 -3.6092 -0.9417
C -3.1294 -5.1073 -0.7065
C -2.2739 -5.7376 -1.8059
C -1.0818 -4.8773 -2.2309
C -1.4878 -3.4176 -2.5923
N -2.4568 -2.7925 -1.5659
O -2.7556 -1.3804 -1.6656
C -0.2032 -2.5763 -2.6466
C -2.1066 -3.4125 -4.0451
C -3.8512 -2.9726 0.4249
H -4.6958 -4.1271 -2.8021
H -5.1576 -2.6169 -2.1016
H -5.7351 -4.0047 -1.3483
H -2.5735 -5.3336 0.2035
H -4.0359 -5.6475 -0.4336
H -2.9676 -5.8912 -2.6324
H -2.0674 -6.8036 -1.7096
H -0.8236 -5.3366 -3.1852
H -0.2832 -5.1059 -1.5251
H 0.5461 -3.0091 -3.3094
H -0.4032 -1.5528 -2.9636
H 0.1067 -2.3807 -1.6200
H -1.4505 -3.7406 -4.8514
H -2.9324 -4.1236 -4.0252
H -2.5040 -2.4181 -4.2484
H -4.1830 -1.9532 0.2276
H -3.0045 -2.8870 1.1060
H -4.8242 -3.1961 0.8625
H -2.1425 -1.0157 -1.0231
C 2.4155 -0.3181 -3.9663
C 3.1272 0.0438 -5.3317
C 2.0330 0.3737 -6.3604
C 2.6339 0.9611 -7.6716
C 3.6774 2.0590 -7.3782
C 4.7253 1.7350 -6.3149
N 4.0376 1.1191 -5.1204
O 4.8982 0.8064 -4.0953
C 5.7748 0.8067 -6.9046
C 5.3848 3.1395 -5.8918
C 3.7877 -1.2590 -5.7625
H 3.1380 -0.9004 -3.3945
H 2.2567 0.6368 -3.4653
H 1.5173 -0.9153 -4.1238
H 1.3469 -0.4419 -6.5890
H 1.3310 1.0772 -5.9130
H 3.0426 0.2553 -8.3947
H 1.8145 1.4616 -8.1875
H 3.1337 2.9545 -7.0772
H 4.2278 2.2452 -8.3004
H 5.4189 -0.0642 -7.4550
H 6.6580 0.6290 -6.2910
H 6.3048 1.3764 -7.6679
H 4.6204 3.7146 -5.3693
H 5.7169 3.7095 -6.7594
H 6.2143 3.0316 -5.1930
H 4.6974 -1.4359 -5.1887
H 3.2201 -2.1781 -5.6168
H 4.1061 -1.3343 -6.8023
H 4.3123 1.0905 -3.3899
C 2.4960 0.7344 4.4162
C 4.0245 0.8081 4.2701
C 4.6508 1.3957 5.5745
C 6.2228 1.3498 5.6083
C 6.6258 -0.1803 5.5236
C 6.0090 -0.9122 4.2748
N 4.5167 -0.5689 4.1344
O 3.9813 -1.2564 2.9900
C 6.9243 -0.6892 3.0058
C 5.9471 -2.4481 4.6018
C 4.4119 1.6636 3.0935
H 1.9299 0.5913 3.4959
H 2.0957 1.6581 4.8342
H 2.1516 0.0504 5.1918
H 4.2834 2.4142 5.7008
H 4.2603 0.8161 6.4110
H 6.6771 1.8361 6.4716
H 6.7877 1.9025 4.8576
H 6.3424 -0.7267 6.4232
H 7.6929 -0.3100 5.3437
H 7.7684 -1.3786 3.0242
H 6.2813 -0.7653 2.1290
H 7.5474 0.2029 3.0694
H 5.3114 -2.6912 5.4531
H 5.3687 -2.9828 3.8483
H 6.9647 -2.8105 4.7481
H 5.4493 1.4257 2.8582
H 4.3069 2.7364 3.2548
H 3.8113 1.3735 2.2314
H 3.2827 -1.7530 3.4223
```

Spin multiplicity   4
Highest occupied orbital energy (alpha / beta)   -7.318 / -7.716 eV
Orbital gap (alpha / beta)   7.2 / 7.4 eV
LUMO level (alpha / beta)   -0.0046 / -0.0123 hartree
Net charge   0
⟨S²⟩   3.755

Atomic partial charges in e from the Löwdin method, atoms 1 to 99:
1 V 1.063
2 C -0.081
3 C -0.424
4 O -0.398
5 H 0.055
6 H 0.071
7 H 0.049
8 H 0.058
9 H 0.092
10 C -0.084
11 C -0.406
12 O -0.371
13 H 0.069
14 H 0.042
15 H 0.029
16 H 0.089
17 H 0.078
18 C -0.033
19 C -0.433
20 C -0.040
21 O -0.129
22 H 0.086
23 H 0.072
24 H 0.081
25 H 0.118
26 H 0.092
27 H 0.071
28 H 0.052
29 H 0.113
30 C -0.024
31 C -0.503
32 C -0.038
33 O -0.123
34 H 0.091
35 H 0.087
36 H 0.086
37 H 0.133
38 H 0.081
39 H 0.075
40 H 0.097
41 H 0.097
42 C -0.031
43 C -0.418
44 C -0.144
45 C -0.217
46 C -0.136
47 C -0.444
48 N -0.135
49 O -0.016
50 C -0.054
51 C -0.023
52 C -0.035
53 H 0.080
54 H 0.065
55 H 0.073
56 H 0.114
57 H 0.121
58 H 0.099
59 H 0.118
60 H 0.121
61 H 0.118
62 H 0.083
63 H 0.083
64 H 0.053
65 H 0.058
66 H 0.081
67 H 0.075
68 H 0.077
69 H 0.090
70 H 0.052
71 H 0.090
72 C -0.031
73 C -0.452
74 C -0.131
75 C -0.204
76 C -0.124
77 C -0.438
78 N -0.073
79 O -0.036
80 C -0.054
81 C -0.026
82 C -0.051
83 H 0.067
84 H 0.077
85 H 0.080
86 H 0.108
87 H 0.114
88 H 0.092
89 H 0.111
90 H 0.113
91 H 0.121
92 H 0.089
93 H 0.047
94 H 0.078
95 H 0.081
96 H 0.054
97 H 0.076
98 H 0.069
99 H 0.092

---

Summary of molecular weight in g/mol
1259.9 890.3
(order as listed above)